{"formula": "C14H21Cl3N4ORbS2Si", "method": "the ωB97M-V functional and the def2-TZVPD basis", "e_homo_ha": -0.1624, "de_lowest_kcal_mol": 7.98, "lumo_ha": 0.07246, "energy_ha": -3331.10536, "total_charge": -1, "orbital_gap_ha": 0.2349, "max_force_ev_per_a": 0.35, "species": ["Rb", "C", "C", "N", "C", "S", "N", "N", "C", "C", "C", "C", "C", "C", "C", "N", "H", "H", "H", "H", "H", "H", "H", "H", "H", "H", "H", "H", "H", "Cl", "Si", "Cl", "Cl", "O", "S", "C", "C", "C", "C", "H", "H", "H", "H", "H", "H", "H", "H"], "coordinates": [[1.33060, -0.82332, -1.05688], [-1.58612, -4.53893, 3.96120], [-0.06637, -4.64727, 4.05239], [0.58749, -4.59281, 2.76358], [0.78215, -3.44558, 2.03590], [1.35632, -3.69920, 0.44936], [0.47303, -2.34951, 2.71696], [0.74677, -1.16894, 2.11385], [0.36470, -0.13735, 2.79306], [-0.38746, -0.24273, 4.09552], [0.72672, 1.20569, 2.30027], [0.57150, 2.33535, 3.12165], [0.91630, 3.58425, 2.64361], [1.41140, 3.70410, 1.35409], [1.54804, 2.53941, 0.61235], [1.22848, 1.33507, 1.06406], [-2.04040, -4.56072, 4.95522], [-2.00011, -5.36289, 3.37711], [-1.85564, -3.60286, 3.47290], [0.21914, -5.59198, 4.52237], [0.32331, -3.83633, 4.66718], [0.67937, -5.43780, 2.22769], [-0.91057, -1.19400, 4.12498], [-1.10560, 0.56979, 4.21108], [0.28777, -0.21982, 4.95714], [0.19662, 2.22768, 4.12803], [0.79995, 4.45743, 3.27450], [1.68596, 4.66160, 0.93299], [1.92311, 2.57649, -0.40525], [0.59315, -0.48083, -6.17315], [0.53927, -1.85985, -4.43775], [2.64849, -1.67507, -3.87168], [0.67434, -3.70181, -5.56113], [0.41536, 1.50679, -2.28565], [-0.83860, 2.27462, -2.54776], [-1.73792, 1.37245, -3.86239], [-1.57621, 2.11989, -5.18760], [-0.29633, 2.93940, -5.07032], [-0.38061, 3.59821, -3.70383], [-2.77288, 1.24951, -3.54506], [-1.25599, 0.39175, -3.88069], [-2.43082, 2.78188, -5.35534], [-1.51804, 1.40890, -6.00990], [-0.19790, 3.67474, -5.87030], [0.56612, 2.27145, -5.10986], [-1.18046, 4.34405, -3.66323], [0.54258, 4.03909, -3.33127]], "forces_ev_per_a": [[-0.017, -0.087, 0.339], [0.010, -0.003, 0.031], [-0.005, 0.036, -0.053], [-0.024, 0.004, 0.061], [-0.041, -0.258, 0.164], [0.094, 0.129, -0.175], [0.018, 0.188, -0.067], [-0.097, -0.080, 0.118], [0.005, -0.019, 0.047], [0.013, -0.011, -0.015], [0.064, 0.149, -0.005], [0.002, -0.114, -0.048], [0.019, 0.028, -0.043], [0.000, -0.021, 0.012], [0.011, 0.086, 0.064], [-0.065, -0.122, -0.139], [-0.001, 0.002, 0.001], [-0.001, -0.004, -0.007], [-0.001, 0.005, 0.000], [-0.015, 0.002, 0.017], [0.004, -0.013, 0.002], [0.013, 0.008, -0.022], [-0.001, -0.004, -0.002], [-0.008, 0.007, -0.022], [0.021, -0.003, -0.004], [-0.009, 0.003, 0.009], [0.001, 0.001, -0.002], [0.007, 0.003, 0.003], [-0.013, 0.002, -0.009], [0.003, -0.020, 0.067], [-0.140, -0.012, -0.191], [0.192, -0.012, -0.129], [0.004, 0.039, 0.037], [0.115, -0.024, -0.002], [-0.131, 0.120, -0.077], [-0.024, 0.038, 0.037], [-0.019, -0.022, -0.002], [0.052, -0.025, -0.019], [-0.085, 0.005, 0.019], [-0.005, -0.006, -0.019], [0.040, 0.017, 0.018], [0.009, 0.002, 0.000], [-0.019, 0.000, -0.016], [-0.003, -0.004, -0.003], [0.005, 0.011, -0.004], [0.013, 0.002, 0.004], [0.012, -0.024, 0.021]]}